Computed, not measured: a single C4H5NO4 molecule, with ωB97M-V/def2-TZVPD.

Element x y z (Å)
C  -2.057  0.355  -0.847
C  0.093  -0.112  0.408
C  0.105  -1.734  -0.433
C  1.567  0.234  0.169
N  2.166  0.671  1.292
O  -0.646  0.238  -0.921
O  -0.502  -0.028  1.462
O  -0.169  -2.526  -1.198
O  2.145  -0.002  -0.871
H  1.613  0.911  2.102
H  3.166  0.776  1.328
H  -2.395  1.350  -0.525
H  -2.548  -0.332  -0.151
H  -2.539  0.199  -1.813

## Properties
Energy above the lowest of the compared OMol25 structures with the same formula, charge and spin: 51.9 kcal/mol
HOMO energy: -9.98 eV
Gap between HOMO and LUMO: 10.200 eV

Atomic partial charges in e from the Mulliken method, atoms 1 to 4: atom 1 (C): -0.684, atom 2 (C): 1.067, atom 3 (C): 0.238, atom 4 (C): 0.214